No. 1
37
Properties=species:S:1:pos:R:3 method="wB97M-V/def2-TZVPD" homo_lumo_gap_ev=7.844 lumo_ev=-0.0929 de_lowest_kcal_mol=0.00
O 2.7331 -1.2024 -0.1714
B 1.8981 -1.4997 -1.2792
P 0.1609 -0.7191 -1.5145
O -1.0656 -1.7790 -1.0795
O 0.0306 0.7036 -0.6321
H 3.2287 -0.4004 -0.3318
H 2.2752 -2.1973 -2.1697
H -0.9184 -2.1332 -0.2046
H 0.3667 1.3803 -1.2108
O 2.8376 2.2621 -0.2668
C 3.6135 2.6676 0.5547
O 4.8755 2.9256 0.1853
C 5.8206 3.5988 1.0236
C 6.5311 2.6311 1.9464
C 3.2211 2.8121 1.9987
H 5.3460 4.4190 1.5638
H 6.5420 4.0508 0.3444
H 5.8364 2.1493 2.6354
H 7.2919 3.1490 2.5312
H 7.0104 1.8402 1.3689
H 3.3721 1.8586 2.5039
H 2.1658 3.0720 2.0420
H 3.7602 3.5964 2.5256
O -6.0247 -5.0069 -0.1938
C -5.9593 -3.8484 -0.4952
O -5.1510 -3.4786 -1.4993
C -5.1544 -2.1652 -2.0687
C -4.2503 -1.2255 -1.2989
C -6.7016 -2.7926 0.2784
H -6.1734 -1.7850 -2.1617
H -4.7745 -2.2856 -3.0824
H -4.5959 -1.0898 -0.2723
H -4.2131 -0.2477 -1.7811
H -3.2375 -1.6292 -1.2479
H -6.0922 -2.4790 1.1251
H -7.6270 -3.2278 0.6495
H -6.9787 -1.9241 -0.3152



No. 2
12
Properties=species:S:1:pos:R:3 method="wB97M-V/def2-TZVPD" homo_lumo_gap_ev="8.138 / 8.138" lumo_ev="0.4183 / 0.4186"
C 0.4421 1.1247 -0.0346
C 1.5789 0.3766 0.0708
C -0.5728 0.1642 -0.0172
C 0.0058 -1.0912 0.0384
C -2.3423 -0.5078 -0.1882
N -0.7733 -2.1915 0.0221
N -2.0333 -1.7849 -0.0492
O 1.3375 -0.9641 0.1148
Br -3.9837 0.2817 0.0335
H 0.3635 2.1891 -0.0950
H 2.6048 0.6792 0.1445
H -2.7258 -2.5306 -0.0443